No. 1
{
  "formula": "C11H16NOS",
  "method": "the ωB97M-V functional and the def2-TZVPD basis",
  "e_tot_ha": -956.52873,
  "de_lowest_kj_mol": 348.2,
  "lumo_ha": [-0.18294, -0.18817],
  "gap_ha": [0.2712, 0.2379],
  "charge": 1,
  "species": ["C", "C", "C", "C", "C", "C", "C", "C", "C", "C", "C", "N", "O", "S", "H", "H", "H", "H", "H", "H", "H", "H", "H", "H", "H", "H", "H", "H", "H", "H"],
  "positions_angstrom": [[-4.028, -0.275, 0.792], [-3.656, -0.854, -0.407], [-3.008, 0.304, 1.590], [-2.372, -0.976, -0.754], [-1.701, 0.240, 1.189], [-1.313, -0.418, 0.035], [2.324, 0.185, 0.539], [2.049, -0.675, 1.740], [0.000, -0.424, -0.403], [1.239, 1.705, -0.971], [0.473, -1.068, -1.733], [0.974, 0.605, 0.086], [0.181, -2.370, -1.944], [1.214, -2.251, 1.217], [-5.136, -0.158, 0.962], [-4.325, -1.132, -1.209], [-3.369, 0.672, 2.517], [-2.338, -1.363, -1.795], [-0.933, 0.596, 1.823], [2.877, 1.030, 0.854], [2.766, -0.429, -0.314], [2.731, -0.996, 2.479], [1.329, -0.097, 2.180], [1.642, 1.434, -1.964], [0.268, 2.091, -1.356], [1.694, 2.601, -0.443], [1.606, -1.012, -1.643], [-0.017, -0.481, -2.528], [0.465, 1.208, 0.877], [0.708, -3.106, -1.600]]
}



No. 2
{
  "formula": "C6H12N2O",
  "method": "the ωB97M-V functional and the def2-TZVPD basis",
  "e_tot_ha": -420.42811,
  "de_lowest_kj_mol": 409.0,
  "lumo_ha": [0.02016, 0.02017],
  "gap_ha": [0.2633, 0.2633],
  "species": ["C", "C", "C", "N", "C", "C", "C", "N", "O", "H", "H", "H", "H", "H", "H", "H", "H", "H", "H", "H", "H"],
  "positions_angstrom": [[-2.589, -0.491, -0.611], [2.443, 0.098, -0.378], [0.821, 1.759, 0.649], [-1.593, 0.073, 0.286], [-0.772, -0.726, 1.333], [0.053, -0.545, -0.021], [1.011, 0.456, -0.072], [0.070, -1.666, -0.833], [-0.650, -0.309, 2.456], [-1.745, 1.052, 0.519], [-0.046, -2.556, -0.374], [0.675, -1.623, -1.639], [-3.581, -0.184, -0.275], [-2.521, -1.577, -0.601], [-2.430, -0.148, -1.635], [3.082, 0.262, 0.502], [2.844, 0.730, -1.178], [2.579, -0.940, -0.678], [1.709, 2.388, 0.539], [0.658, 1.593, 1.728], [-0.018, 2.354, 0.285]]
}



No. 3
{
  "formula": "C35H44N3O4",
  "method": "the ωB97M-V functional and the def2-TZVPD basis",
  "e_tot_ha": -1825.01385,
  "de_lowest_kj_mol": 0.0,
  "lumo_ha": -0.18296,
  "gap_ha": 0.1713,
  "charge": 1,
  "species": ["C", "O", "C", "C", "C", "C", "C", "C", "O", "N", "C", "C", "C", "C", "N", "C", "C", "C", "C", "C", "C", "C", "C", "C", "C", "C", "O", "C", "C", "O", "C", "H", "H", "H", "H", "H", "H", "H", "H", "H", "H", "H", "H", "H", "H", "H", "H", "H", "H", "H", "H", "H", "H", "H", "H", "H", "H", "H", "H", "H", "H", "H", "C", "C", "C", "C", "C", "C", "C", "C", "N", "C", "C", "H", "H", "H", "H", "H", "H", "H", "H", "H", "H", "H", "H", "H"],
  "positions_angstrom": [[3.314, -3.705, 3.066], [3.792, -2.439, 3.574], [2.901, -1.415, 3.670], [1.531, -1.488, 3.411], [0.667, -0.539, 3.960], [-0.818, -0.765, 3.904], [-1.386, -1.345, 5.206], [-0.853, -2.747, 5.518], [0.313, -3.057, 5.759], [-1.917, -3.600, 5.499], [-1.723, -5.020, 5.687], [-3.224, -2.997, 5.253], [-3.801, -3.531, 3.938], [-4.137, -3.294, 6.452], [-2.836, -1.567, 5.137], [-3.657, -0.541, 4.831], [-5.032, -0.676, 4.631], [-5.896, 0.331, 4.210], [-7.332, 0.136, 4.239], [-8.230, 1.240, 4.144], [-9.609, 1.064, 4.131], [-10.163, -0.228, 4.234], [-9.310, -1.330, 4.401], [-7.926, -1.154, 4.411], [1.180, 0.616, 4.551], [2.562, 0.768, 4.720], [3.188, 1.767, 5.401], [2.412, 2.923, 5.793], [3.430, -0.219, 4.203], [4.774, -0.112, 4.414], [5.277, -0.619, 5.687], [4.215, -4.314, 2.969], [2.613, -4.160, 3.776], [2.830, -3.583, 2.089], [1.127, -2.343, 2.856], [-1.335, 0.182, 3.702], [-1.046, -1.481, 3.096], [-1.158, -0.672, 6.054], [-0.656, -5.211, 5.817], [-2.264, -5.370, 6.572], [-2.086, -5.579, 4.816], [-3.048, -3.424, 3.145], [-4.060, -4.590, 4.055], [-4.695, -2.978, 3.650], [-3.595, -3.059, 7.378], [-5.055, -2.706, 6.420], [-4.396, -4.361, 6.456], [-3.184, 0.444, 4.878], [-5.458, -1.654, 4.821], [-5.509, 1.332, 3.986], [-7.806, 2.252, 4.167], [-10.277, 1.930, 4.048], [-11.238, -0.380, 4.175], [-9.726, -2.333, 4.533], [-7.302, -2.021, 4.640], [0.492, 1.399, 4.896], [3.155, 3.622, 6.184], [1.888, 3.367, 4.936], [1.693, 2.647, 6.572], [6.352, -0.459, 5.633], [4.833, -0.048, 6.504], [5.040, -1.681, 5.772], [1.118, 4.910, 2.341], [-0.135, 5.506, 2.554], [-1.097, 5.484, 1.544], [-0.828, 4.838, 0.334], [-1.859, 4.912, -0.784], [-1.527, 5.970, -1.870], [-1.841, 5.299, -3.220], [-2.146, 3.816, -2.923], [-2.009, 3.686, -1.497], [0.420, 4.245, 0.111], [1.389, 4.269, 1.123], [1.876, 4.940, 3.125], [-0.367, 5.984, 3.507], [-2.071, 5.968, 1.660], [-2.822, 5.199, -0.311], [-2.168, 6.840, -1.696], [-0.473, 6.272, -1.819], [-2.745, 5.751, -3.639], [-0.999, 5.429, -3.911], [-3.159, 3.576, -3.289], [-1.438, 3.177, -3.474], [-2.283, 2.832, -1.030], [0.630, 3.769, -0.851], [2.354, 3.784, 0.959]]
}



No. 4
{
  "formula": "C4H5ClN2O",
  "method": "the ωB97M-V functional and the def2-TZVPD basis",
  "e_tot_ha": -800.26574,
  "de_lowest_kj_mol": 298.9,
  "lumo_ha": 0.01236,
  "gap_ha": 0.3341,
  "smiles": "CC(Cl)=C=O.N=C=N",
  "species": ["C", "C", "C", "C", "N", "N", "O", "Cl", "H", "H", "H", "H", "H"],
  "positions_angstrom": [[-3.613, -0.297, -0.319], [-0.199, 0.133, 1.046], [1.759, 1.570, 1.517], [0.515, 1.154, 0.791], [-3.820, -1.389, -0.783], [-2.912, 0.667, -0.100], [-0.816, -0.838, 1.211], [-0.027, 2.304, -0.493], [1.584, 2.432, 2.151], [2.190, 0.823, 2.295], [2.438, 1.829, 0.811], [-4.471, -1.863, -1.287], [-3.254, 1.385, 0.424]]
}



No. 5
{
  "formula": "C6H9N3O",
  "method": "the ωB97M-V functional and the def2-TZVPD basis",
  "e_tot_ha": -473.49276,
  "de_lowest_kj_mol": 149.6,
  "lumo_ha": 0.01662,
  "gap_ha": 0.3374,
  "smiles": "[H]/N=C(/O)Cc1nc(C)c[nH]1",
  "species": ["C", "C", "C", "N", "C", "C", "C", "N", "N", "H", "H", "H", "H", "H", "H", "H", "O", "H", "H"],
  "positions_angstrom": [[-3.386, 1.109, 0.075], [-2.193, 0.214, 0.015], [-2.034, -0.965, -0.673], [-0.759, -1.392, -0.390], [-0.186, -0.477, 0.427], [1.222, -0.577, 0.909], [2.249, -0.084, -0.092], [2.129, 1.026, -0.762], [-1.032, 0.498, 0.700], [-3.140, 2.115, -0.296], [-4.206, 0.705, -0.532], [-3.746, 1.218, 1.109], [-2.734, -1.570, -1.241], [-0.343, -2.266, -0.685], [1.332, 0.007, 1.835], [1.484, -1.615, 1.152], [3.482, -0.111, 0.373], [1.173, 1.185, -1.075], [3.683, 0.968, -0.095]]
}



Q: Which formula does entry 1 have?
A: C11H16NOS